This record from OMol25 describes one molecule with the formula C7H7BN2O2. The level of theory is ωB97M-V/def2-TZVPD.

Computed properties:
Relative energy (zero: lowest compared OMol25 entry of this formula, charge and spin): 575.7 kJ/mol
Kohn-Sham gap: 8.635 eV
Spin multiplicity: 1

Last column: Mulliken charge in e.
Element x y z (Å)
O  0.53421  -2.78813  0.20587  -0.5521
O  1.45851  0.09715  -1.91013  -0.1349
N  -3.18036  -0.15454  -0.68490  -0.8124
N  -2.40464  -1.22684  -0.41943  0.1954
C  1.47786  -0.54393  0.39189  -0.2411
C  -0.04326  1.32661  0.41896  -0.2848
C  -1.18642  0.56638  0.02552  0.9230
C  1.18651  0.87744  0.66398  -0.9097
C  -2.43840  0.87996  -0.49587  -0.7373
C  -1.21893  -0.79973  0.06173  0.0444
C  1.93128  -0.74072  -1.16190  -0.2864
B  0.20065  -1.48839  0.28208  0.3900
H  -2.87210  -2.19170  -0.55523  0.2776
H  0.91607  0.83380  -1.49019  0.3820
H  2.05917  1.51032  0.96888  0.2958
H  -0.47277  2.36235  0.59211  0.2394
H  1.48982  -2.90225  0.25021  0.3213
H  -2.77535  1.85052  -0.87359  0.4183
H  2.28166  -0.84006  1.02258  0.4715

This record from OMol25 describes a 4-piece molecular cluster, C49H80F10N5O4S overall. The level of theory is ωB97M-V/def2-TZVPD.

Computed properties:
Kohn-Sham gap: 6.899 eV
Charge: +1
Spin multiplicity: 1

Last column: Mulliken charge in e.
Element x y z (Å)
S  -6.07055  -2.43534  1.51976  1.2206
F  -4.19741  -0.54628  1.32163  -0.1802
F  -4.68772  -1.47814  4.32852  -0.2499
F  -3.36857  -3.35631  3.68671  -0.2732
F  -7.61715  -2.94089  1.13653  -0.2920
F  -6.11767  -3.46319  2.82339  -0.3147
F  -3.46082  -2.66603  0.99225  -0.3277
F  -6.74999  -1.15790  2.34123  -0.2070
F  -6.07153  -1.44711  0.13800  -0.3331
F  -5.50366  -3.66933  0.50700  -0.3264
F  -1.89028  3.78321  -4.17612  -0.2343
O  2.46871  3.46983  -3.87819  -0.5520
O  6.82480  0.77555  -5.22030  -0.5115
O  -2.69573  -0.02130  -3.18773  -0.5525
O  -0.03326  5.00457  -3.70897  -0.4161
N  5.37726  -1.21991  -5.20544  -0.1826
N  1.57574  -0.66362  0.44770  0.0335
N  1.00610  0.95283  -1.43902  0.5182
N  3.31294  0.49212  -0.70252  1.0206
N  0.27860  2.62922  -4.07650  -0.0050
C  -10.64262  1.54155  5.52682  -0.2533
C  -3.78628  -2.01980  3.34688  0.6925
C  11.09079  -4.05780  -0.89820  -0.4224
C  1.59280  2.69481  -3.39491  -0.3374
C  -7.28257  4.77090  2.78165  -1.1607
C  12.10894  -5.08001  -1.38469  -1.2316
C  2.94104  -1.00843  -8.50421  -0.5176
C  3.32073  0.94186  -2.12454  -1.4001
C  5.43103  0.63514  2.60147  0.5446
C  -2.43545  -1.12839  3.51040  -0.7708
C  5.69377  0.22296  -4.98883  -0.3930
C  4.82174  1.84900  3.45935  -1.1788
C  -11.71854  1.57014  6.60389  -1.2533
C  -0.48393  3.87945  -3.94954  0.4936
C  1.86042  0.21810  -0.49968  -0.8359
C  4.16110  -0.74654  -7.55562  -0.3316
C  6.63641  -1.69586  1.03576  -0.4813
C  4.26851  -1.40698  -6.16132  0.3233
C  -11.07231  0.79917  4.26025  -0.6732
C  -0.09257  -0.80995  2.30832  -0.5542
C  0.16070  -1.05995  0.72246  0.1546
C  1.80074  -1.97519  -8.04175  -0.3471
C  6.43541  -0.34224  3.31803  -0.4548
C  -2.70127  3.86153  1.61181  -1.1387
C  9.35319  -4.48160  -2.76818  -0.7633
C  9.65635  -3.20345  -3.55108  -0.5077
C  -5.59826  4.81071  0.86685  -0.9052
C  -0.03401  1.88114  -0.86428  -0.5272
C  4.53841  1.15906  -4.40071  -0.1377
C  1.85688  -2.64875  -6.63951  -0.5871
C  5.65242  -0.74625  0.31725  -0.4144
C  -9.01082  -1.56335  4.14825  -0.9257
C  -6.06936  5.45863  2.17005  -0.4035
C  4.67154  1.44778  -2.81294  -0.4357
C  -1.41642  0.22882  -2.51504  -0.3949
C  -3.98337  3.12779  1.98248  0.8210
C  -4.30943  -1.87790  1.84441  0.6859
C  -11.38698  -0.68856  4.44630  -0.7676
C  -5.12330  3.35964  0.99011  -0.6156
C  3.08188  -2.33506  -5.73311  -0.1072
C  -1.47694  1.47758  -1.51382  -0.2363
C  8.82234  -2.01085  -3.10476  -0.9432
C  7.04206  -1.55477  2.53044  -0.5945
C  -10.25070  -1.52835  5.03106  -0.5351
C  2.02284  1.87606  -2.09533  0.8018
C  -1.11629  -1.87123  2.96575  -0.6307
C  9.64984  -4.41517  -1.26660  0.1406
C  3.97452  1.35942  0.31989  -0.2644
C  5.02615  0.42511  1.12417  0.1576
H  -6.33050  6.50163  1.96192  0.3841
H  0.18982  2.99164  -1.00083  0.5464
H  2.82181  -0.53383  -9.52919  0.3483
H  2.92393  -0.00064  -2.66611  0.1819
H  5.65631  2.19564  4.17990  0.4083
H  -4.79357  5.42115  0.44283  0.3080
H  -0.57470  -2.32005  3.88326  0.3410
H  -2.29923  -1.03759  4.65583  0.4133
H  10.71943  -2.95376  -3.48331  0.2814
H  9.91949  -5.30582  -3.21469  0.3360
H  11.16150  -3.99038  0.19296  0.3751
H  9.04998  -1.13819  -3.72291  0.4199
H  -12.63192  2.04074  6.23042  0.3019
H  -5.96780  2.72330  1.27550  0.3600
H  13.11326  -4.79463  -1.06003  0.3809
H  -8.24927  -2.20977  4.59414  0.3515
H  8.29566  -4.73770  -2.90031  0.3634
H  -10.61176  -2.55422  5.16337  0.3676
H  5.41902  -0.93395  -0.77865  0.0955
H  -12.26653  -0.79674  5.09008  0.3333
H  -5.25516  5.48709  2.90117  0.2417
H  9.02875  -1.74585  -2.06462  0.2869
H  -9.24995  -1.95922  3.15741  0.2908
H  -0.63901  0.31942  -3.34805  0.3161
H  5.05972  -1.58264  -4.28897  0.3353
H  0.51794  2.57391  -5.09284  0.4653
H  -11.37203  2.14543  7.46696  0.3847
H  -2.00250  2.34267  -2.04574  0.4148
H  -7.59803  5.29837  3.68597  0.3970
H  3.49772  0.69687  -4.61079  0.3353
H  9.40057  -5.38612  -0.82277  0.4427
H  -4.28973  3.41239  2.99358  0.4092
H  -11.96594  0.56544  6.95455  0.2875
H  -1.91182  3.62517  2.33204  0.4049
H  -6.41574  4.84478  0.13786  0.4110
H  -1.31128  -2.74644  2.26271  0.4379
H  -10.39677  2.57396  5.25502  0.3192
H  -10.28735  0.91211  3.50456  0.2892
H  -11.67355  -1.10498  3.47411  0.3546
H  12.12181  -5.15013  -2.47483  0.2855
H  -2.17736  1.16992  -0.64639  0.1583
H  7.75263  -2.22112  -3.20227  0.1335
H  -7.06315  3.73767  3.06163  0.2525
H  9.45392  -3.39125  -4.61110  0.3472
H  -9.72519  1.10572  5.93480  0.2351
H  -4.80839  3.01382  -0.00126  0.2874
H  -1.17484  -0.76278  -1.96594  0.0447
H  -2.56177  -0.06177  3.13001  0.0271
H  8.97739  -3.68905  -0.79570  -0.4450
H  4.97625  2.51423  -2.55657  0.5413
H  7.08926  -2.54974  0.42893  0.2910
H  -11.96028  1.28996  3.84538  0.3821
H  -8.57291  -0.56983  4.02775  0.2000
H  -2.56695  0.05385  -4.16532  0.3629
H  -8.12318  4.76864  2.08279  0.3017
H  6.69880  -0.14423  4.41415  0.3269
H  -0.61217  -0.56041  0.05253  -0.5833
H  0.11553  -2.20665  0.57333  0.4546
H  3.19551  1.83030  1.03640  0.3320
H  4.97525  -0.03550  -7.91657  0.3617
H  -2.84011  4.94470  1.61588  0.3658
H  5.52919  0.76253  -2.44146  0.2203
H  3.12428  -2.80854  -4.68751  0.2723
H  -9.98097  -1.16895  6.02894  0.2944
H  0.93836  -0.99313  2.80528  0.3682
H  -2.35184  3.55840  0.61977  0.0974
H  3.92075  1.43665  4.05093  0.2377
H  2.32268  2.73482  -1.37455  0.3149
H  -3.77026  2.05259  2.01898  -0.8270
H  -0.34673  0.28605  2.54496  0.2796
H  4.50694  2.18698  -4.92835  0.3152
H  0.89624  -2.16955  -8.71928  0.3203
H  4.54152  2.73286  2.79266  0.2954
H  1.00721  -3.35526  -6.31899  0.3189
H  4.50986  2.26596  -0.16003  0.3930
H  -0.11116  1.67811  0.26343  0.1662
H  11.35117  -3.06713  -1.28345  0.2499
H  11.89226  -6.07101  -0.97695  0.2994
H  2.35717  -1.08244  0.98102  0.4275
H  7.75162  -2.28637  3.04728  0.3538

This record from OMol25 describes C24H28CoFN5O4 as an isolated structure. The level of theory is ωB97M-V/def2-TZVPD.

Computed properties:
Relative energy (zero: lowest compared OMol25 entry of this formula, charge and spin): 19.6 kJ/mol
Kohn-Sham gap (alpha / beta): 7.925 / 7.701 eV
Spin multiplicity: 2

Last column: Mulliken charge in e.
Element x y z (Å)
Co  -0.24861  -0.04116  -0.06024  0.1943
F  -0.46204  -0.37349  -1.85278  -0.8584
O  -2.89324  2.88129  3.37442  -0.4214
O  -0.75872  -1.91405  0.90309  -0.4039
O  2.77601  0.30451  -0.57031  -0.5690
O  2.10616  -0.11635  6.01306  -0.4518
N  -2.95145  -1.74968  1.52232  -0.4165
N  -1.89409  -3.80415  1.32168  -0.2331
N  0.83444  0.33092  1.52869  0.5415
N  -0.76550  1.56571  2.67470  -0.1067
N  1.08999  0.94976  3.82587  -0.1546
C  5.19516  1.23146  4.51799  -0.8260
C  -4.11745  3.27733  3.95288  -0.9778
C  -2.93876  2.34108  2.10857  0.6613
C  -2.77360  1.22802  -0.41516  -0.0868
C  3.29559  1.73010  3.14182  -0.3848
C  2.60643  -0.72384  7.18744  -1.0042
C  -1.67310  1.07081  0.44636  -1.1353
C  2.85213  -0.54457  0.50086  0.3558
C  -1.82003  -2.45722  1.21925  0.4178
C  3.96670  -2.47649  1.42452  -0.6374
C  2.02779  -1.57922  2.50779  -0.3146
C  -3.91670  1.90100  -0.02840  -0.8682
C  -0.71170  -4.60738  1.08064  -0.7449
C  1.93057  -0.56788  1.55156  0.5999
C  3.03900  -2.51731  2.46038  -1.1530
C  3.01247  0.49742  5.19087  1.1392
C  3.86248  -1.50266  0.45264  -0.5530
C  4.66199  1.80037  3.38023  -0.9624
C  2.76334  1.70839  -0.35725  -0.7376
C  -4.00893  2.46783  1.24332  -0.3758
C  4.37060  0.58618  5.43653  -0.5103
C  0.41415  0.91057  2.61502  0.2056
C  2.46810  1.06571  4.02508  -0.0703
C  -1.78955  1.63909  1.70771  0.9457
H  -2.92769  -0.79202  1.19419  0.1393
H  -3.83959  -2.21335  1.42151  0.2343
H  0.53080  0.83048  4.65531  0.3086
H  4.55185  -1.45601  -0.37946  0.4926
H  -4.89868  3.00342  1.54066  0.3814
H  -3.90720  3.48846  4.99894  0.2645
H  1.74806  -1.16410  7.68843  0.2546
H  1.89058  2.03493  0.20951  0.1651
H  -4.50619  4.18374  3.47842  0.3267
H  -0.98518  -5.65753  1.15794  0.3584
H  -2.71403  -4.22990  1.71233  0.1938
H  3.32921  -1.50726  6.94433  0.3919
H  -0.92520  2.10995  3.50764  0.3726
H  2.86518  2.18608  2.26192  0.5787
H  5.30200  2.30724  2.67150  0.3938
H  -4.86039  2.47915  3.87441  0.4297
H  0.07675  -4.38579  1.80299  0.1993
H  1.27840  -1.62437  3.28667  0.5831
H  -0.32226  -4.41203  0.08247  0.2436
H  3.68341  2.02451  0.14905  0.2730
H  -2.70902  0.79977  -1.40813  0.4755
H  3.09332  -3.28807  3.21806  0.5111
H  2.73169  2.15260  -1.34953  0.3219
H  6.25783  1.28655  4.70741  0.3863
H  3.07430  0.01462  7.84403  0.3716
H  -4.74941  2.00182  -0.71249  0.4012
H  4.75973  -3.20943  1.36846  0.4279
H  4.79664  0.14785  6.32652  0.4159

Number 1: DFT total energy -15121.61977 eV. Number 2: DFT total energy -105739.74171 eV. Number 3: DFT total energy -81327.66718 eV.